{
  "formula": "C19H22ClN3O3S",
  "method": "wB97M-V/def2-TZVPD",
  "smiles": "COc1ccc(NC(=O)CN(C)CC(=O)Nc2ccccc2SC)cc1Cl",
  "max_force_ev_per_a": 0.53,
  "homo_energy_ha": -0.30220,
  "orbital_gap_ev": 8.885,
  "total_charge": 0,
  "species": ["C", "O", "C", "C", "C", "C", "N", "C", "O", "C", "N", "C", "C", "C", "O", "N", "C", "C", "C", "C", "C", "C", "S", "C", "C", "C", "Cl", "H", "H", "H", "H", "H", "H", "H", "H", "H", "H", "H", "H", "H", "H", "H", "H", "H", "H", "H", "H", "H", "H"],
  "coordinates": [[7.06384, 0.93193, 0.54176], [5.82439, 1.47371, 0.15530], [4.76452, 0.63432, 0.02213], [4.78590, -0.73956, 0.23339], [3.64677, -1.50919, 0.07449], [2.44780, -0.91947, -0.30623], [1.26231, -1.63489, -0.48167], [1.05113, -2.97064, -0.36075], [1.89191, -3.79589, -0.08433], [-0.39672, -3.35411, -0.66277], [-1.34952, -2.38756, -0.13574], [-1.33335, -2.40418, 1.32040], [-2.69158, -2.64926, -0.63482], [-3.66660, -1.50730, -0.34712], [-4.84756, -1.70524, -0.17333], [-3.05107, -0.29826, -0.35979], [-3.58882, 0.97127, -0.14606], [-4.94929, 1.17514, 0.05051], [-5.44667, 2.44999, 0.25340], [-4.59132, 3.53560, 0.25812], [-3.23335, 3.34843, 0.06268], [-2.72251, 2.07687, -0.13393], [-0.98599, 1.77996, -0.38460], [-0.20701, 3.37747, -0.03952], [2.41106, 0.45609, -0.53015], [3.54929, 1.21368, -0.36287], [3.49571, 2.91860, -0.63130], [7.00557, 0.46156, 1.52828], [7.42879, 0.20410, -0.18965], [7.75069, 1.77557, 0.58449], [5.70008, -1.22817, 0.52858], [3.68796, -2.57170, 0.24417], [0.44383, -1.07709, -0.69403], [-0.49699, -3.39055, -1.75247], [-0.56237, -4.37033, -0.27269], [-0.33419, -2.15495, 1.67312], [-2.03499, -1.66422, 1.70046], [-1.61110, -3.38748, 1.72335], [-3.12727, -3.57317, -0.22421], [-2.64869, -2.75621, -1.72372], [-2.04548, -0.33526, -0.48355], [-5.60792, 0.32332, 0.04343], [-6.50550, 2.59060, 0.40521], [-4.97084, 4.53423, 0.41189], [-2.58336, 4.20840, 0.06446], [-0.49280, 4.10194, -0.79712], [0.86456, 3.20346, -0.08733], [-0.48470, 3.71006, 0.95642], [1.49145, 0.92841, -0.83627]]
}



{
  "formula": "C5H4N2",
  "method": "wB97M-V/def2-TZVPD",
  "max_force_ev_per_a": 0.50,
  "homo_energy_ha": -0.31395,
  "orbital_gap_ev": 9.174,
  "total_charge": 0,
  "species": ["C", "C", "C", "C", "N", "N", "C", "H", "H", "H", "H"],
  "coordinates": [[2.90849, -0.59432, 0.63867], [1.77541, -0.27599, 0.37931], [0.43633, 0.08934, 0.03306], [-0.68733, -0.63972, 0.34757], [-1.75437, -0.05974, -0.25432], [-1.25672, 1.10010, -0.83066], [0.06819, 1.24659, -0.76714], [3.91862, -0.87138, 0.84443], [-0.81453, -1.53462, 0.94248], [-2.70725, -0.09794, 0.07393], [-1.88685, 1.63769, -1.40732]]
}



{
  "formula": "C5H14N2O",
  "method": "wB97M-V/def2-TZVPD",
  "smiles": "C[C@H](O)[C@H](C)NCN",
  "max_force_ev_per_a": 1.82,
  "homo_energy_ha": -0.30489,
  "orbital_gap_ev": 9.237,
  "total_charge": 0,
  "species": ["C", "C", "O", "C", "C", "N", "C", "N", "H", "H", "H", "H", "H", "H", "H", "H", "H", "H", "H", "H", "H", "H"],
  "coordinates": [[-1.77278, -1.25222, 1.45657], [-0.68595, -0.17625, 1.44126], [-1.25727, 0.93428, 2.15024], [-0.19693, 0.41876, 0.10698], [-1.19934, 0.65764, -0.99376], [0.91429, -0.43936, -0.38594], [2.11549, 0.23516, -0.78748], [2.54723, -0.08722, -2.14696], [-1.56477, -2.20548, 0.96787], [-2.17477, -1.41038, 2.46036], [-2.69994, -0.85159, 1.01753], [0.22214, -0.53291, 1.94072], [-1.08879, 0.91395, 3.10956], [0.18804, 1.38207, 0.43818], [-1.94274, -0.13130, -1.14877], [-0.66774, 0.70996, -1.93991], [-1.77426, 1.56191, -0.77164], [0.63012, -1.25735, -0.90003], [2.06333, 1.31112, -0.60016], [2.96000, -0.12656, -0.17853], [3.49946, 0.19787, -2.35672], [1.88516, 0.14791, -2.87939]]
}